Model a:
A gas-phase ion, C4H8BrClN (charge +1). Source: the Open Molecules 2025 dataset; level of theory: the ωB97M-V functional and the def2-TZVPD basis.

Properties
2S+1 ... 1
E_LUMO ... -3.7 eV
Structure (SMILES) ... C[C@]([NH3+])(Br)/C=C/Cl
E_HOMO ... -0.50773 Ha
Charge ... +1

Last column: Löwdin charge in e.
CARTESIAN COORDINATES (ANGSTROEM)
C -1.2114 0.1765 -0.6278  -0.0757
C -2.1968 -0.1676 0.2305  -0.6223
C 1.6192 0.1658 -1.0800  -0.0939
C 0.5052 -0.4024 -0.1733  -0.8183
N 0.5706 0.1904 1.2010  0.1151
Cl -3.8260 0.3497 -0.0401  0.6709
Br 0.5486 -2.3251 0.0205  0.8141
H -1.2344 0.8976 -1.5161  0.1273
H -2.1318 -0.7378 1.1789  0.0760
H 1.0869 0.2738 -2.0853  0.1124
H 1.9001 1.1116 -0.5816  0.0826
H 2.5560 -0.5133 -1.1828  0.1167
H -0.2583 0.0125 1.7092  0.0969
H 0.6425 1.2249 1.2078  0.1805
H 1.4295 -0.2565 1.7391  0.2177

---

Model b:
2 unconnected molecules or ions with the total composition C4H8BrClN. Source: the Open Molecules 2025 dataset; level of theory: the ωB97M-V functional and the def2-TZVPD basis.

Properties
2S+1 ... 1
E_LUMO (alpha / beta) ... -5.0 / -4.2 eV
E_HOMO (alpha / beta) ... -0.46390 / -0.48362 Ha
Charge ... +1

Last column: Löwdin charge in e.
CARTESIAN COORDINATES (ANGSTROEM)
C 1.6412 -1.2710 -0.3963  0.0625
C 2.5403 -0.4357 -0.0179  -0.6885
C -1.5150 0.0076 -1.1696  -0.0639
C -0.6561 0.5226 -0.0176  -0.6837
N -1.1555 0.4589 1.3954  0.0995
Cl 4.2769 -0.7783 -0.0489  0.6135
Br 0.4131 2.0584 0.0339  0.9158
H 1.2890 -2.0978 -1.0100  0.0679
H 2.2306 0.4560 0.4507  -0.0543
H -1.0166 0.1240 -2.0439  0.0526
H -1.9001 -0.9700 -1.0453  0.0835
H -2.3449 0.6956 -1.2088  0.0894
H -1.5310 -0.4866 1.6636  0.1891
H -1.9888 1.0203 1.4243  0.1465
H -0.2830 0.6959 1.9904  0.1702

---

Pick model a: it beats the second-best structure by 3.244 eV.

---

Model a:
A molecular structure, C12H26Cl3Ge2N2O3PPdSSe. Source: the Open Molecules 2025 dataset; level of theory: the ωB97M-V functional and the def2-TZVPD basis.

Properties
2S+1 ... 2
E_LUMO (alpha / beta) ... -5.5 / -5.6 eV
E_HOMO (alpha / beta) ... -0.41830 / -0.45506 Ha
Charge ... +1

Last column: Löwdin charge in e.
CARTESIAN COORDINATES (ANGSTROEM)
Pd 0.3273 0.3649 -0.8632  0.4306
C 3.3906 -0.9428 2.8230  -0.0495
C 2.4916 -1.6886 1.8750  -0.2221
O 1.1167 -1.1913 1.9791  -0.2405
P 0.3267 -0.0178 1.3595  0.5318
O -1.1368 -0.2021 1.8524  -0.2136
C -1.8831 -1.4678 1.8357  -0.2196
C -1.9711 -2.0124 3.2369  -0.0486
O 0.7918 1.3285 1.9704  -0.3008
C 0.5980 1.6329 3.4037  -0.1983
C 1.8091 2.3795 3.8886  -0.0486
H 4.3967 -1.3574 2.7526  0.0978
H 3.0525 -1.0454 3.8535  0.0923
H 3.4422 0.1121 2.5522  0.0668
H 2.3938 -2.7447 2.1113  0.1344
H 2.8208 -1.5856 0.8453  0.0502
H -1.3847 -2.1608 1.1573  0.0855
H -2.8563 -1.2062 1.4283  0.1293
H -0.9810 -2.2395 3.6310  0.0802
H -2.5522 -2.9348 3.2241  0.0949
H -2.4692 -1.3044 3.8974  0.0901
H 0.4375 0.6979 3.9404  0.1203
H -0.3075 2.2337 3.4538  0.1307
H 2.6955 1.7478 3.8949  0.0673
H 1.6272 2.7230 4.9074  0.0959
H 1.9961 3.2534 3.2662  0.0899
S 4.2348 -0.7983 -1.8643  0.7807
C 3.2687 0.0610 -0.9859  -1.0795
N 2.5145 0.7163 -0.2991  -0.2436
Se 0.6712 -2.0205 -1.0649  0.8374
C -0.9582 -2.7172 -1.5120  -0.7324
N -1.9936 -3.1492 -1.7758  0.1307
C -3.6752 -0.5210 -3.4968  -0.2026
Ge -1.8778 0.2270 -3.3105  0.7528
C -1.8230 2.0931 -3.9021  -0.2278
C -0.6037 -0.9046 -4.2723  -0.2397
C -1.6576 0.1932 -1.3042  -0.3464
H -3.9066 -0.5923 -4.5608  0.0327
H -4.4271 0.1144 -3.0303  0.0283
H -3.7247 -1.5199 -3.0661  0.0061
H -1.0772 2.2305 -4.6837  0.0149
H -1.5856 2.7749 -3.0864  -0.0087
H -2.7986 2.3656 -4.3035  0.0260
H -0.6106 -0.5750 -5.3125  0.0325
H -0.9297 -1.9432 -4.2403  0.0183
H 0.4220 -0.8409 -3.9127  -0.0282
H -2.0629 -0.7155 -0.8706  -0.0334
H -2.1021 1.0697 -0.8323  -0.0020
Cl 2.8249 4.7135 -1.9720  0.1021
Ge 2.1678 2.8036 -1.1301  0.1402
Cl -0.0525 2.8115 -0.4685  0.2266
Cl 1.5904 1.7513 -3.0192  0.1685

---

Model b:
A molecular structure, C12H26Cl3Ge2N2O3PPdSSe. Source: the Open Molecules 2025 dataset; level of theory: the ωB97M-V functional and the def2-TZVPD basis.

Properties
2S+1 ... 2
E_LUMO (alpha / beta) ... -4.9 / -5.3 eV
E_HOMO (alpha / beta) ... -0.42800 / -0.45340 Ha
Charge ... +1

Last column: Löwdin charge in e.
CARTESIAN COORDINATES (ANGSTROEM)
Pd -0.4701 -0.5328 -0.9560  0.3644
C 1.7632 -1.8727 -4.5292  -0.0624
C 0.8687 -2.8454 -3.8022  -0.2418
O 1.3176 -3.0787 -2.4431  -0.2398
P 1.2458 -2.0681 -1.2290  0.5696
O 1.4240 -2.9727 0.0273  -0.2529
C 0.7954 -4.2818 0.2507  -0.2326
C 1.8203 -5.3666 0.0495  -0.0562
O 2.5298 -1.1779 -1.2504  -0.2778
C 3.8778 -1.7573 -1.1912  -0.2209
C 4.8121 -0.8298 -1.9214  -0.0568
H 1.4014 -1.7496 -5.5507  0.0976
H 2.7851 -2.2472 -4.5737  0.0892
H 1.7713 -0.8917 -4.0514  0.0565
H 0.8895 -3.8334 -4.2566  0.1329
H -0.1705 -2.5199 -3.7626  0.0706
H -0.0512 -4.3814 -0.4241  0.0746
H 0.4311 -4.2345 1.2749  0.1263
H 2.1686 -5.3923 -0.9825  0.0783
H 1.3709 -6.3321 0.2827  0.0906
H 2.6721 -5.2201 0.7120  0.0880
H 3.8527 -2.7520 -1.6388  0.1182
H 4.1314 -1.8516 -0.1369  0.1272
H 4.5705 -0.7780 -2.9824  0.0748
H 5.8350 -1.1917 -1.8200  0.0902
H 4.7655 0.1729 -1.4989  0.0868
S -1.9062 -2.5901 -1.4617  0.6714
C -2.2596 -2.5433 0.1189  -0.9274
N -2.4109 -2.4376 1.2754  -0.1136
Se -1.5341 3.6785 1.0223  0.7397
C 0.2347 3.9482 1.2886  -0.7300
N 1.3642 4.1337 1.4324  0.1229
C -1.5755 3.2172 -2.5713  -0.2310
Ge -0.1951 1.8500 -2.7987  0.7549
C -1.0532 0.3224 -3.7518  -0.2206
C 1.2789 2.4260 -3.9595  -0.1982
C 0.5747 1.2458 -1.0826  -0.3180
H -1.9832 3.4632 -3.5522  0.0323
H -1.1616 4.1288 -2.1408  0.0135
H -2.3879 2.8594 -1.9409  -0.0204
H -1.1468 0.7085 -4.7713  0.0402
H -2.0554 0.0708 -3.4016  0.0131
H -0.4514 -0.5748 -3.8164  -0.0405
H 0.8725 2.6134 -4.9542  0.0291
H 2.0442 1.6546 -4.0393  0.0128
H 1.7456 3.3403 -3.5985  0.0275
H 0.3493 1.8326 -0.1970  -0.0667
H 1.6229 0.9588 -1.1054  -0.0017
Cl -1.7997 2.2357 2.8177  0.0295
Ge -2.3789 -0.3941 2.0175  0.5306
Cl -0.0561 -0.4467 1.4918  0.1275
Cl -2.7445 0.5049 -0.1783  0.0287

---

Pick model a: it beats the second-best structure by 0.137 eV.

---

Model a:
A gas-phase ion, C8H13N2 (charge +1). Source: the Open Molecules 2025 dataset; level of theory: the ωB97M-V functional and the def2-TZVPD basis.

Properties
2S+1 ... 1
E_LUMO ... -4.2 eV
Structure (SMILES) ... C/C(N)=C1\C=CCCC1=[NH2+]
E_HOMO ... -0.44322 Ha
Charge ... +1

Last column: Löwdin charge in e.
CARTESIAN COORDINATES (ANGSTROEM)
C 0.4800 1.3908 -0.1588  -0.0592
C 1.7677 1.5033 0.0016  -0.0898
C -0.2952 0.1405 -0.1790  -0.0946
C 0.5894 -1.0302 -0.1132  -0.1414
C 2.5225 0.3382 0.3302  -0.2017
C 2.0079 -0.8605 -0.3466  -0.1495
C -1.6802 0.1299 -0.1161  -0.3054
C -2.4035 1.4299 0.2745  0.0240
N -2.4558 -0.9135 -0.2948  0.1709
N 0.3020 -2.2974 0.2878  0.2445
H -0.1340 2.1998 -0.4094  0.0956
H 2.2956 2.4350 0.0580  0.1271
H 3.5360 0.3029 0.0934  0.1057
H 2.5077 0.1707 1.5276  0.1948
H 2.3992 -1.8121 -0.1763  0.1020
H 2.1882 -0.6887 -1.5095  0.2082
H -2.8822 1.8011 -0.6359  0.1155
H -1.7953 2.1448 0.8427  0.1028
H -3.1163 0.9512 0.9007  0.0808
H -3.3804 -0.5050 -0.3269  0.1237
H -2.0568 -1.5614 -1.0118  0.1648
H -0.5578 -2.4652 0.6532  0.0817
H 1.0066 -2.9421 0.3815  0.0994

---

Model b:
A gas-phase ion, C8H13N2 (charge +1). Source: the Open Molecules 2025 dataset; level of theory: the ωB97M-V functional and the def2-TZVPD basis.

Properties
2S+1 ... 1
E_LUMO (alpha / beta) ... -3.9 / -3.9 eV
E_HOMO (alpha / beta) ... -0.45622 / -0.45624 Ha
Charge ... +1

Last column: Löwdin charge in e.
CARTESIAN COORDINATES (ANGSTROEM)
C -0.7942 0.6249 1.0135  0.0701
C 0.5243 -1.1292 0.5115  -0.0104
C -0.8240 -1.5344 -0.0437  -0.1598
C 1.2375 1.8826 0.9102  -0.0683
C 2.1344 0.5421 0.5317  -0.0990
C -1.6828 -0.5116 0.7033  -0.3028
C -2.9595 -0.0293 -0.0945  -0.0274
C 1.6091 -0.4726 -1.6907  0.0354
N -0.1293 1.5730 0.9392  0.1822
N 1.4483 -0.5044 -0.1699  -0.1653
H -1.1480 -1.7965 -1.1208  0.1422
H -1.0592 -2.5580 0.4442  0.1501
H 1.5588 2.1999 1.8426  0.1069
H 1.3054 2.6514 0.0813  0.1518
H 2.9232 0.9971 -0.0234  0.1112
H 2.5218 0.1236 1.4533  0.1289
H -2.0599 -0.8324 1.7331  0.1854
H -3.7418 -0.8189 -0.2226  0.1054
H -2.8364 0.1692 -1.2335  0.1239
H -3.1983 0.7836 0.4881  0.0438
H 2.5987 -0.9576 -1.8579  0.1101
H 0.9405 -1.0722 -2.1889  0.0429
H 1.6316 0.6697 -2.0060  0.1428

---

Pick model a: it beats the second-best structure by 3.846 eV.